--- 1 ---
A cluster of 2 separate species, C5H8 in total, computed with ωB97M-V with the def2-TZVPD basis set.

The calculation puts the lowest unoccupied orbital energy at -1.52 eV.

```
13
Properties=species:S:1:pos:R:3:lowdin_charge:R:1
C -0.379 1.367 0.136 0.056
C -1.366 0.136 -0.521 -0.111
C -0.364 0.011 0.654 -0.470
C 0.851 -0.713 0.055 -0.158
C 2.045 -0.057 -0.119 0.048
H -0.675 2.150 0.823 0.051
H -1.087 0.140 -1.529 0.066
H -2.360 0.458 -0.295 0.062
H -0.499 -0.407 1.650 0.126
H -1.538 -1.808 0.005 0.194
H 0.506 -1.656 -0.340 0.056
H 2.866 -0.599 -0.555 0.051
H 2.000 0.976 0.036 0.030
```

***

--- 2 ---
The molecule C5H8, computed with ωB97M-V with the def2-TZVPD basis set.

Its structure (SMILES) is C=CCC=C. The calculation puts the lowest unoccupied orbital energy at 1.29 eV.

```
13
Properties=species:S:1:pos:R:3:lowdin_charge:R:1
C 2.259 0.406 -0.297 -0.021
C 1.266 -0.437 -0.054 -0.211
C -0.025 -0.150 0.700 -0.222
C -1.239 -0.441 -0.186 -0.184
C -2.289 0.381 -0.270 -0.008
H 3.137 0.093 -0.900 0.059
H 2.238 1.472 0.010 0.064
H 1.379 -1.465 -0.411 0.098
H -0.079 0.880 1.101 0.111
H -0.021 -0.787 1.589 0.108
H -1.198 -1.453 -0.652 0.108
H -3.166 0.130 -0.818 0.037
H -2.260 1.371 0.189 0.060
```

***

Pick 2: it beats the second-best structure by 7.372 eV.